No. 1
90
Properties=species:S:1:pos:R:3 method="wB97M-V/def2-TZVPD" molar_mass_g_mol=1051.73 e_tot_ev=-86211.013 homo_energy_ev="-9.886 / -9.885" charge=+1 lumo_ev="-4.541 / -4.587"
Ce -0.27591 0.52474 0.01010
C -1.95812 -2.68389 0.25939
C -0.56347 -2.68908 0.88623
C 0.50616 -2.83981 -0.19611
N 0.47456 -1.67853 -1.06884
C 0.16487 -1.78907 -2.35638
C -0.38796 -2.93529 -2.96138
C -0.70861 -3.23458 -4.27532
C -0.37065 -2.57758 -5.44360
C 0.33669 -1.38752 -5.51350
C 0.64959 -0.51110 -4.49547
C 0.35234 -0.53608 -3.11213
N 0.32740 0.57199 -2.38705
C 0.41323 1.84228 -3.08356
C -0.07959 2.96383 -2.18230
C -1.59895 2.96935 -2.00344
N -2.03127 1.94882 -1.06212
C -3.28950 1.94616 -0.64354
C -4.17182 3.02421 -0.86734
C -5.54323 3.15227 -0.76113
C -6.48714 2.17342 -0.50172
C -6.20664 0.88087 -0.09853
C -4.99658 0.31610 0.26232
C -3.66676 0.77895 0.18161
N -2.65049 0.14517 0.75702
C -2.93586 -0.87196 1.76630
C -3.06671 -2.30773 1.23220
H -2.16190 -3.67506 -0.15175
H -1.98317 -1.97719 -0.57684
H -0.48524 -3.49987 1.61161
H -0.37193 -1.74393 1.41769
H 0.36695 -3.78925 -0.71437
H 1.49473 -2.88172 0.27197
H -0.69228 -3.70409 -2.26425
H -1.25489 -4.16237 -4.40463
H -0.64781 -3.04978 -6.37685
H 0.63948 -1.07441 -6.50634
H 1.16877 0.38265 -4.81650
H -0.19658 1.83041 -3.99311
H 1.45003 2.04472 -3.37689
H 0.23561 3.91657 -2.60709
H 0.40695 2.86266 -1.19969
H -2.08371 2.79583 -2.97170
H -1.89191 3.97359 -1.68586
H -3.68517 3.93501 -1.19160
H -5.93445 4.13942 -0.97832
H -7.52886 2.44455 -0.61430
H -7.06774 0.23205 0.01557
H -5.09108 -0.69052 0.64446
H -3.83929 -0.62355 2.32882
H -2.11191 -0.84524 2.48340
H -4.02438 -2.44110 0.72529
H -3.05901 -2.97969 2.09401
I -0.21435 -0.49386 5.13697
C -0.47178 1.48239 4.46554
C -0.76031 2.50470 5.36903
C -1.00214 3.76912 4.90530
I -1.44094 5.27906 6.31380
C -0.94035 4.05909 3.52389
C -1.21515 5.32253 2.95834
C -1.05466 5.50849 1.61559
C -0.61940 4.43564 0.82472
N -0.40695 3.22562 1.28847
C -0.58209 3.01911 2.62388
C -0.37442 1.68437 3.09403
O -0.09279 0.72092 2.25844
H -0.79826 2.29218 6.42793
H -1.54358 6.13148 3.59590
H -1.24859 6.46410 1.14931
H -0.42870 4.60837 -0.22717
N 9.79653 -5.19089 -0.28721
C 8.85460 -4.57094 -0.06747
C 7.68162 -3.80004 0.21145
C 7.32733 -2.73379 -0.61014
C 6.18904 -1.99810 -0.34382
C 5.38262 -2.32491 0.74157
C 5.74193 -3.38687 1.56839
C 6.88439 -4.11732 1.30946
N 4.19534 -1.59099 0.99357
C 3.45894 -1.59839 2.16097
C 2.39650 -0.78247 1.94920
N 2.44855 -0.26682 0.66511
C 3.53507 -0.77225 0.13543
H 7.95265 -2.48608 -1.45654
H 5.94179 -1.15710 -0.97693
H 5.12867 -3.66184 2.41264
H 7.15947 -4.94361 1.94974
H 3.74319 -2.13358 3.04656
H 1.61954 -0.52434 2.64124
H 3.86993 -0.58866 -0.87170

No. 2
90
Properties=species:S:1:pos:R:3 method="wB97M-V/def2-TZVPD" molar_mass_g_mol=895.09 e_tot_ev=-112764.579 homo_energy_ev="-13.477 / -14.120" spin_multiplicity=5 s2=6.026 charge=+2 lumo_ev="-5.295 / -8.468"
Pd 1.28591 -1.87795 0.89560
Cl 4.33074 -3.25315 2.63021
C 4.67921 -2.71482 1.03444
Cl 4.01601 -1.06584 0.83157
H 4.15341 -3.36555 0.34904
H 5.74863 -2.64987 0.85895
O -3.12237 -7.11170 -0.36061
C -3.13249 -6.41806 0.63737
O -4.17688 -6.37014 1.38538
C -2.04380 -5.46532 0.97692
C -2.20987 -4.42841 1.87674
C -1.23853 -3.47060 1.96995
N -0.21961 -3.40597 1.09761
C -0.05767 -4.36911 0.17265
C -0.98289 -5.39773 0.07813
C 1.17303 -4.29705 -0.77373
O 1.37228 -5.13509 -1.64689
O 1.98985 -3.30320 -0.54321
H -3.07529 -4.52302 2.51664
H -1.35289 -2.61346 2.65574
H -0.99169 -6.09802 -0.76048
C 2.75908 4.96849 3.86561
C 2.22913 3.56638 3.72911
C 0.92145 3.21365 3.52327
C 0.56304 1.87006 3.41062
C 1.52882 0.92721 3.59720
C 2.88077 1.21327 3.80511
C 3.17226 2.54092 3.87702
S 1.03497 -0.77584 3.29961
C 1.72059 -1.45082 4.83678
O -0.45267 -0.81826 3.36314
H 1.99933 5.58804 4.34856
H 3.01347 5.40581 2.90338
H 3.63575 5.00060 4.48243
H 0.19211 4.00337 3.44945
H -0.49565 1.57959 3.34619
H 3.65541 0.52947 3.96075
H 4.22177 2.75552 4.13364
H 1.46593 -0.77282 5.68002
H 2.79602 -1.43602 4.74931
H 1.31479 -2.44437 4.96751
C -1.19436 0.54496 0.41528
P 0.13586 -0.39011 -0.53423
C -0.67129 -1.39136 -1.81871
C -2.00176 -1.86818 -1.68341
C -2.43885 -2.84782 -2.57109
C -1.62364 -3.40270 -3.48798
C -0.29044 -2.99502 -3.60501
C 0.14929 -1.98752 -2.74200
C 1.27535 0.82638 -1.32310
C 1.01465 1.19313 -2.65487
C 1.92045 2.01218 -3.31017
C 3.05417 2.48301 -2.63921
C 3.31035 2.13771 -1.29979
C 2.35926 1.35440 -0.60576
P -2.29810 1.81126 -0.35503
C -3.20038 1.32024 -1.80610
C -4.43185 0.65203 -1.55767
C -5.12575 0.02080 -2.58130
C -4.59297 0.01330 -3.87791
C -3.36696 0.72628 -4.15445
C -2.72598 1.36978 -3.12590
C -1.36574 3.28737 -0.63855
C -0.16042 3.54785 0.01891
C 0.49979 4.75922 -0.19359
C -0.02259 5.63692 -1.13341
C -1.21014 5.38246 -1.81201
C -1.91982 4.21980 -1.53382
H -0.68467 1.14344 1.21754
H -1.79682 -0.24037 0.92538
H -2.64855 -1.53874 -0.88722
H -3.47258 -3.19508 -2.45072
H -2.05123 -4.18833 -4.09873
H 0.45599 -3.42835 -4.29150
H 1.23871 -1.77702 -2.70587
H 0.21874 0.78036 -3.24249
H 1.79923 2.25316 -4.36878
H 3.83430 3.03285 -3.16331
H 4.17706 2.54362 -0.78652
H 2.44581 1.10607 0.44354
H -4.78113 0.55649 -0.52562
H -6.05240 -0.51082 -2.44987
H -5.14572 -0.34787 -4.71716
H -2.94802 0.76235 -5.13854
H -1.84127 1.97239 -3.37045
H 0.19584 2.84210 0.72264
H 1.46605 4.95144 0.33535
H 0.58406 6.56337 -1.43971
H -1.51663 6.10106 -2.60915
H -2.85634 4.07133 -1.99868